Entry 1:
{
  "formula": "C12F8",
  "method": "ωB97M-V/def2-TZVPD",
  "symbols": ["F", "C", "C", "C", "F", "C", "C", "F", "C", "C", "C", "C", "C", "F", "F", "C", "F", "F", "C", "F"],
  "xyz": [[3.56, -0.95, 1.59], [-1.38, 0.54, -0.20], [0.12, -1.13, -1.94], [1.96, -1.11, -0.17], [-3.00, 2.04, 0.97], [0.25, 0.53, 1.36], [-0.83, 1.41, 1.85], [1.92, 0.73, 3.04], [-1.90, 0.19, -1.43], [2.34, -0.64, 1.13], [-1.16, -0.60, -2.30], [1.50, 0.17, 1.88], [-1.82, 1.39, 0.87], [-3.10, 0.69, -1.83], [-1.71, -0.93, -3.49], [0.66, -0.79, -0.68], [2.84, -1.83, -0.94], [-0.89, 2.10, 2.98], [-0.13, 0.03, 0.15], [0.76, -1.82, -2.87]],
  "lowdin_charge": [0.113, -0.036, -0.098, -0.048, 0.101, -0.022, -0.100, 0.113, -0.092, -0.103, -0.096, -0.090, -0.101, 0.113, 0.114, -0.009, 0.095, 0.124, -0.111, 0.133],
  "smiles": "FC1=C(F)c2c(F)c(F)c(F)c3c(F)c(F)c(F)c1c23",
  "relative_energy_kj_mol": 0.0,
  "e_tot_ev": -34181.556,
  "homo_lumo_gap_ev": 7.551,
  "e_homo_ha": -0.3378
}


Entry 2:
{
  "formula": "C2H4BrClO2S",
  "method": "ωB97M-V/def2-TZVPD",
  "symbols": ["H", "H", "O", "C", "O", "Br", "Cl", "C", "H", "H", "S"],
  "xyz": [[0.76, 0.73, -1.33], [-1.00, -0.32, 2.06], [2.26, -0.39, 0.97], [0.01, -0.61, 2.17], [1.13, 1.74, 1.48], [0.19, -2.46, 1.41], [0.59, -0.49, 3.82], [0.09, 0.30, -0.41], [-0.19, -0.77, -0.42], [-0.73, 1.09, -0.36], [1.07, 0.38, 1.05]],
  "lowdin_charge": [0.139, 0.022, -0.357, -1.123, -0.315, 0.681, 0.624, -0.193, -0.001, 0.089, 0.434],
  "relative_energy_kj_mol": 7.3,
  "e_tot_ev": -99632.451,
  "homo_lumo_gap_ev": 10.756,
  "e_homo_ha": -0.3924
}


Entry 3:
{
  "formula": "C58H50GeIrN6P2",
  "method": "ωB97M-V/def2-TZVPD",
  "symbols": ["H", "H", "C", "H", "C", "H", "C", "H", "H", "H", "N", "H", "C", "C", "H", "H", "C", "C", "H", "C", "C", "H", "C", "C", "C", "H", "H", "Ir", "C", "C", "C", "C", "C", "H", "H", "H", "N", "H", "C", "C", "N", "N", "C", "H", "H", "C", "C", "P", "C", "H", "C", "C", "H", "H", "C", "H", "C", "H", "C", "C", "C", "C", "H", "C", "H", "N", "H", "C", "H", "H", "H", "Ge", "C", "N", "C", "C", "H", "H", "C", "C", "H", "C", "C", "C", "H", "H", "C", "H", "C", "C", "H", "P", "H", "H", "C", "H", "H", "H", "C", "C", "C", "H", "H", "H", "C", "H", "C", "C", "C", "C", "C", "H", "C", "H", "H", "C", "C", "C"],
  "xyz": [[-1.03, 6.62, 4.83], [1.20, -2.72, -4.39], [1.69, 0.26, -3.71], [-0.20, 2.19, -3.11], [0.26, -0.69, 4.00], [-6.16, 1.30, -3.81], [0.49, -3.38, -3.92], [0.77, 0.73, -4.04], [-4.77, 4.64, 4.25], [-3.50, 6.65, 4.89], [-1.14, -0.33, -2.62], [0.75, -4.93, -5.36], [-5.68, 0.71, -3.04], [0.40, -1.73, 4.89], [-2.37, 1.57, 1.13], [-6.30, -1.86, -0.93], [3.81, 3.62, 2.28], [3.60, 2.53, 3.14], [2.95, 1.48, -4.91], [-1.10, -3.84, -2.16], [-4.43, -0.82, -1.08], [4.78, 4.09, 2.26], [2.91, 0.67, -4.20], [-1.64, 3.51, 3.68], [-1.89, 2.30, -1.81], [0.88, -4.89, 1.38], [-2.12, 0.31, -4.35], [-0.19, -0.09, 0.43], [4.07, 0.04, -3.80], [0.23, -4.63, -4.46], [0.25, -2.86, 1.14], [-0.43, 0.46, 4.37], [-0.98, 0.56, 5.63], [-1.26, -0.40, 7.51], [5.12, 0.33, 0.15], [-0.86, -6.46, -4.27], [1.96, 3.34, -0.98], [-2.70, -1.60, 1.83], [-0.92, 2.84, -2.64], [4.91, 1.28, -0.31], [-0.79, -1.96, 1.20], [2.66, -0.41, 0.21], [-1.94, -2.36, 1.72], [-3.57, 2.62, 3.46], [-0.12, 4.61, -3.52], [4.02, -1.03, -2.92], [-0.84, -0.49, 6.53], [-1.96, 0.53, -1.38], [1.11, 2.83, 0.06], [4.06, 4.68, -1.96], [-1.79, 5.04, -2.25], [1.44, 3.51, 1.50], [-1.61, -3.52, -1.26], [-3.11, -3.91, 2.60], [-1.16, -4.60, 2.00], [4.41, 2.11, 3.71], [-3.03, 3.51, 3.75], [2.13, 1.31, 4.08], [-6.37, -0.31, -2.41], [-0.15, -1.63, 6.16], [-0.19, -2.98, -2.77], [0.06, -4.20, 1.50], [0.16, 4.61, 4.05], [1.52, -2.34, 0.80], [2.75, -2.29, -1.75], [1.22, 1.40, 0.11], [-1.51, 1.46, 5.92], [2.46, 0.88, 0.00], [0.94, -2.62, 4.60], [1.74, 4.25, -1.34], [4.92, -1.55, -2.63], [-0.61, 1.94, 3.03], [-0.87, 4.20, -2.86], [1.57, -1.07, 0.46], [2.79, 4.12, 1.53], [-0.68, -5.48, -3.86], [-3.95, -1.41, -0.32], [-2.63, -1.30, -3.80], [3.58, 1.71, -0.39], [-3.73, 0.20, -1.72], [2.95, 5.01, 0.93], [-4.37, 0.96, -2.70], [-3.69, 4.64, 4.19], [-0.92, 4.63, 4.07], [-2.04, -5.76, -2.22], [-3.84, 1.77, -3.19], [-1.46, 1.09, 1.49], [-1.05, -1.08, -4.57], [5.61, 3.31, -1.40], [-2.97, 5.77, 4.56], [0.69, -0.74, 3.01], [0.10, -1.36, -2.00], [-7.40, -0.51, -2.68], [-3.56, 2.73, -0.53], [2.30, 2.05, 3.31], [5.03, 0.38, -4.18], [6.40, 3.93, -1.81], [-1.75, 6.10, -2.42], [-1.59, 5.76, 4.52], [2.80, -1.45, -2.42], [1.23, 2.52, 2.60], [6.95, 1.79, -0.68], [0.68, 4.30, 1.57], [-3.50, 5.15, -0.95], [-5.75, -1.07, -1.43], [-1.32, -5.63, 2.28], [1.63, -0.80, -2.81], [-1.77, -0.62, -3.90], [3.28, 2.96, -0.96], [-2.81, 3.15, -1.19], [4.30, 3.74, -1.50], [2.42, -2.93, 0.90], [-2.17, -3.65, 2.15], [0.07, 3.07, -0.18], [-0.05, -2.45, 6.86], [-2.77, 4.51, -1.42], [-1.34, -5.09, -2.70], [5.92, 2.10, -0.78]],
  "lowdin_spin": [0.000, 0.001, 0.004, 0.000, 0.001, 0.000, 0.013, 0.000, 0.000, 0.000, 0.013, 0.000, 0.001, 0.000, 0.002, 0.000, 0.000, 0.001, 0.000, 0.009, 0.001, 0.000, 0.000, -0.001, 0.004, 0.000, 0.001, 0.544, 0.004, 0.002, 0.005, 0.000, 0.001, 0.000, 0.000, 0.000, 0.000, -0.001, 0.004, 0.003, 0.016, 0.005, 0.002, 0.000, 0.000, -0.001, 0.000, 0.066, -0.003, 0.000, 0.004, -0.001, 0.001, 0.001, 0.003, 0.000, 0.000, 0.000, 0.000, 0.000, 0.044, 0.010, 0.000, 0.032, 0.001, -0.007, 0.000, 0.010, 0.000, 0.000, 0.000, -0.010, 0.000, 0.063, 0.000, 0.007, 0.000, 0.000, 0.000, 0.015, 0.000, 0.004, 0.000, 0.000, 0.000, 0.000, -0.068, 0.001, 0.002, 0.000, 0.001, 0.155, 0.000, 0.001, 0.000, 0.000, 0.000, 0.000, 0.000, 0.005, -0.001, 0.000, 0.000, 0.000, 0.000, 0.000, 0.009, 0.002, 0.001, 0.004, -0.001, 0.003, 0.011, -0.002, 0.000, 0.000, -0.001, -0.001],
  "spin_multiplicity": 2,
  "relative_energy_kj_mol": 537.0,
  "s_squared": 0.85,
  "e_tot_ev": -147814.866,
  "total_charge": 2,
  "homo_lumo_gap_ev": [4.024, 4.472],
  "e_homo_ha": [-0.4082, -0.4245]
}